Entry 1:
C21H38AlO2 as an isolated structure at a distorted geometry, computed with ωB97M-V/def2-TZVPD.

Total energy (eV): -33086.411
Charge: -1

```
62
Properties=species:S:1:pos:R:3:nbo_charge:R:1
C 8.1122 -6.1061 -1.8811 -0.38
C 7.2351 -5.2503 -1.8002 0.05
C 6.1722 -4.2119 -1.2748 -1.06
Al 4.9095 -3.7769 -2.8225 1.90
O 4.9409 -1.9048 -3.0278 -1.19
O 5.3985 -4.4710 -4.4549 -1.21
C 2.9375 -4.2378 -2.3812 -0.50
C 2.2697 -5.5370 -2.7369 -0.23
C 0.8240 -5.7378 -2.4049 -0.24
C 0.0564 -4.6476 -1.7130 -0.27
C 0.6971 -3.3638 -1.3066 -0.25
C 2.1750 -3.1535 -1.6540 -0.24
H 9.0232 -6.7443 -1.7455 0.23
H 6.6561 -3.2468 -0.9409 0.24
H 5.5509 -4.6609 -0.4343 0.24
H 4.7246 -1.5702 -2.1335 0.44
H 5.3632 -3.7516 -5.1198 0.46
H 2.8727 -6.3359 -3.2492 0.22
H 0.2633 -6.6855 -2.6439 0.20
H -1.0360 -4.7738 -1.4771 0.20
H 0.1720 -2.5286 -0.7569 0.20
H 2.7018 -2.1970 -1.3679 0.20
C -0.6787 3.4574 0.4971 -0.61
C 0.8107 3.5799 0.2023 -0.40
C 1.2789 2.6807 -0.9425 -0.40
C 1.1110 1.1780 -0.7044 -0.40
C 1.8133 0.6315 0.5422 -0.40
C 3.3279 0.7902 0.5013 -0.61
H -0.9434 2.4494 0.8250 0.20
H -0.9637 4.1490 1.2940 0.20
H -1.2729 3.6995 -0.3883 0.20
H 1.3836 3.3717 1.1108 0.19
H 1.0274 4.6197 -0.0645 0.20
H 2.3300 2.9003 -1.1543 0.20
H 0.7283 2.9490 -1.8517 0.20
H 1.4838 0.6444 -1.5858 0.22
H 0.0446 0.9352 -0.6404 0.19
H 1.5817 -0.4351 0.6288 0.21
H 1.4199 1.1086 1.4456 0.18
H 3.7489 0.2889 -0.3740 0.21
H 3.7779 0.3461 1.3924 0.21
H 3.6235 1.8418 0.4716 0.19
C -6.0861 2.2372 4.5998 -0.61
C -6.5955 2.1341 3.1678 -0.40
C -5.5786 1.5216 2.2039 -0.40
C -4.2782 2.3115 2.0365 -0.40
C -4.4466 3.7562 1.5653 -0.40
C -5.0802 3.8707 0.1847 -0.61
H -5.2190 2.8974 4.6734 0.20
H -6.8655 2.6429 5.2493 0.21
H -5.8045 1.2539 4.9851 0.20
H -6.9079 3.1221 2.8167 0.19
H -7.4948 1.5094 3.1635 0.20
H -6.0544 1.3924 1.2267 0.20
H -5.3265 0.5124 2.5493 0.20
H -3.6395 1.7789 1.3226 0.21
H -3.7285 2.3136 2.9838 0.20
H -3.4588 4.2266 1.5336 0.21
H -5.0352 4.3293 2.2885 0.19
H -4.4873 3.3357 -0.5617 0.21
H -5.1371 4.9188 -0.1185 0.21
H -6.0957 3.4679 0.1715 0.20
```



Entry 2:
C35H52GdN11O7SSi as an isolated structure at a distorted geometry, computed with ωB97M-V/def2-TZVPD.

ΔE to the lowest compared entry with this formula, charge and spin (kcal/mol): 2.1
<S²>: 16.094
2S+1: 8
Total energy (eV): -107413.242

```
108
Properties=species:S:1:pos:R:3:lowdin_spin:R:1
Gd 0.7286 0.6227 0.0989 7.32
N -0.2714 1.4158 2.6945 0.00
C -1.4039 2.3283 2.4338 0.00
C -1.5756 2.8896 1.0405 0.00
O -2.4376 3.7759 0.9644 0.00
N -0.7301 2.4959 0.0895 -0.02
C -0.7802 3.2037 -1.1656 0.00
C 0.6724 3.4828 -1.5002 0.00
O 1.0239 4.5496 -1.9074 0.00
O 1.5224 2.4601 -1.2958 0.00
H -0.5743 0.4987 3.0120 0.00
H 0.2466 1.8328 3.4325 0.00
H -1.1942 3.2169 3.0113 0.00
H -2.3886 2.1246 2.8647 0.00
H -1.2667 4.1759 -1.0770 0.00
H -1.1989 2.6445 -1.9369 0.00
N 2.8075 -2.8221 2.9663 0.00
C 3.2819 -1.6309 3.4961 0.00
C 2.5777 -0.6965 2.8658 0.00
N 1.6611 -1.2326 1.9288 0.00
C 1.9376 -2.4845 1.9415 0.00
C 1.3505 -3.5577 1.1018 0.00
N 0.6466 -3.3895 0.0000 0.00
C 0.4856 -4.6550 -0.5311 0.00
C 1.0051 -5.5805 0.2870 0.00
N 1.5797 -4.8849 1.3299 0.00
H 3.4086 -3.5890 2.9332 0.00
H 4.1132 -1.5831 4.1746 0.00
H 2.6580 0.3692 3.0487 0.00
H -0.0413 -4.8864 -1.4476 0.00
H 0.9921 -6.6679 0.2609 0.00
H 2.1871 -5.2159 2.0428 0.00
C 0.5927 -1.9398 -3.1292 -0.04
Si -0.3629 -0.4835 -2.4719 -0.17
C -0.3655 0.7494 -3.9576 -0.03
C -2.2072 -0.9604 -2.4336 -0.03
C -3.2056 -0.0765 -1.9495 -0.01
C -4.5479 -0.3911 -1.8910 0.00
C -4.9482 -1.6737 -2.3894 -0.01
C -4.0151 -2.5879 -2.8233 0.00
C -2.6636 -2.2245 -2.8241 -0.01
H 0.2300 -2.5161 -4.0044 -0.01
H 0.9415 -2.7505 -2.4599 0.00
H 1.3902 -1.3046 -3.5856 0.00
H -0.4748 0.1175 -4.8123 -0.01
H 0.5513 1.3850 -4.0942 0.00
H -1.2359 1.4678 -4.0668 0.00
H -2.8945 0.8515 -1.4918 0.00
H -5.2276 0.3646 -1.4358 0.00
H -5.9602 -2.0294 -2.3311 0.00
H -4.3577 -3.6260 -3.1454 0.00
H -1.9212 -2.7940 -3.3102 0.00
O -1.3369 6.4286 1.7074 0.00
C -0.2866 7.0455 0.9609 0.00
N 0.8476 6.1598 0.6819 0.00
C 1.8890 6.0185 1.5061 0.00
O 2.2097 6.9018 2.3269 0.00
C 2.6795 4.7392 1.3667 0.00
C 4.0399 4.7273 1.1713 0.00
C 4.6454 3.5430 1.0103 0.00
C 3.9068 2.3533 1.1272 0.00
N 2.5661 2.3361 1.1516 0.00
C 1.9815 3.5424 1.3546 0.00
H -1.7081 5.6167 1.3585 0.00
H -0.0478 7.9475 1.4518 0.00
H -0.7264 7.3994 0.0213 0.00
H 0.7775 5.5648 -0.1512 0.00
H 4.5471 5.6844 1.2296 0.00
H 5.7138 3.3464 0.8204 0.00
H 4.3589 1.3866 0.9857 0.00
H 0.9169 3.4686 1.4561 0.00
C -2.3053 -4.8968 2.0876 0.00
C -3.2352 -4.1715 1.0878 0.00
C -2.7312 -2.8624 0.5053 0.00
S -1.7975 -1.8033 1.6557 0.00
O -1.2966 -0.5909 0.8665 0.00
C -3.1886 -1.2181 2.6177 0.00
C -4.3451 -0.4275 1.9885 0.00
C -5.2838 0.1040 3.0359 0.00
H -2.6742 -5.8900 2.4749 0.00
H -2.1648 -4.3862 3.0375 0.00
H -1.3011 -5.0358 1.6755 0.00
H -4.1597 -4.0278 1.6500 0.00
H -3.3996 -4.8475 0.2207 0.00
H -3.5162 -2.2783 0.0845 0.00
H -2.0489 -3.1303 -0.2705 0.00
H -2.7092 -0.4785 3.2928 0.00
H -3.3990 -2.1282 3.2555 0.00
H -4.8548 -1.0262 1.3347 0.00
H -3.9066 0.3862 1.4057 0.00
H -5.7040 -0.7832 3.6217 0.00
H -6.0961 0.7551 2.6828 0.00
H -4.8007 0.7652 3.7376 0.00
C 4.2721 -1.2295 -4.5215 0.00
N 4.1095 -1.1747 -3.0542 0.00
C 4.4411 -2.2508 -2.0969 0.00
C 3.8145 -1.6761 -0.8494 0.00
O 3.9386 -2.1537 0.2653 0.00
N 3.1787 -0.4892 -1.1152 0.00
C 3.3667 -0.2262 -2.4197 0.00
N 2.9392 0.9144 -2.9836 0.00
H 3.8973 -2.1821 -4.9522 0.00
H 5.3043 -1.0347 -4.8162 0.00
H 3.7076 -0.4041 -4.9462 0.00
H 5.4964 -2.4539 -1.9599 0.00
H 3.9564 -3.2341 -2.3599 0.00
H 2.3989 1.5721 -2.3869 0.00
H 2.7821 0.9965 -3.9394 0.00
```



Entry 3:
A 3-piece molecular cluster, C10H21BF2O2 overall at a distorted geometry, computed with ωB97M-V/def2-TZVPD.

ΔE to the lowest compared entry with this formula, charge and spin (kcal/mol): 1.2
SMILES: C[C@H](F)BF.C1CCOC1.C1CCOC1
Total energy (eV): -20916.873

```
36
Properties=species:S:1:pos:R:3:nbo_charge:R:1
C 0.3882 3.5981 -4.1322 -0.64
C -0.9445 2.8558 -3.9008 -0.16
F -1.1000 1.8446 -4.8827 -0.38
B -2.1622 3.8616 -4.1445 0.92
F -3.1582 3.9595 -3.2995 -0.47
H 1.1108 3.4318 -3.3306 0.22
H 0.7861 3.2493 -5.0891 0.24
H 0.2206 4.6810 -4.1983 0.20
H -0.9582 2.4020 -2.9057 0.22
H -2.1349 4.4916 -5.1564 -0.14
C -1.6556 0.5098 1.0819 -0.43
C -0.1533 0.6981 1.2287 -0.44
C 0.2495 1.1068 -0.1784 -0.07
O -0.8704 1.8046 -0.7401 -0.55
C -2.0150 1.6161 0.1017 -0.07
H -2.2020 0.5818 2.0213 0.22
H -1.8654 -0.4671 0.6391 0.20
H 0.0520 1.5130 1.9286 0.20
H 0.3676 -0.1912 1.5784 0.24
H 0.4514 0.2308 -0.8042 0.17
H 1.1276 1.7544 -0.1946 0.18
H -2.2121 2.5593 0.6222 0.16
H -2.8824 1.3717 -0.5128 0.19
C 2.2110 -3.9148 3.3952 -0.43
C 1.6660 -4.5862 2.1425 -0.43
C 0.3978 -3.7868 1.8875 -0.07
O 0.6425 -2.4622 2.3749 -0.55
C 1.8464 -2.4589 3.1513 -0.07
H 3.2793 -4.0649 3.5457 0.22
H 1.6861 -4.2903 4.2770 0.20
H 2.3665 -4.4523 1.3145 0.20
H 1.4789 -5.6527 2.2602 0.22
H -0.4514 -4.2007 2.4413 0.17
H 0.1333 -3.7420 0.8302 0.19
H 2.6230 -1.9474 2.5720 0.16
H 1.6816 -1.9042 4.0758 0.19
```



Entry 4:
C5H12NO as an isolated structure at a distorted geometry, computed with ωB97M-V/def2-TZVPD.

ΔE to the lowest compared entry with this formula, charge and spin (kcal/mol): 89.2
Total energy (eV): -8913.194
Charge: -1

```
19
Properties=species:S:1:pos:R:3:nbo_charge:R:1
C 2.1387 -0.5877 -0.7884 -0.70
C 1.3728 -0.0310 0.3739 0.31
C -1.3044 0.0785 0.2969 -0.49
C -1.2256 1.2266 1.3124 -0.60
N 0.9834 -0.7944 1.3807 -0.60
C -0.2766 -1.0807 0.5202 -0.28
O -1.2678 0.9415 -2.6053 -1.33
H 3.1858 -0.4599 -0.5131 0.22
H 1.9319 -0.0913 -1.7405 0.24
H 1.8743 -1.6367 -0.9020 0.22
H 1.5082 1.0446 0.5515 0.14
H -1.2250 0.4261 -0.7565 0.33
H -2.2937 -0.3561 0.4695 0.18
H -2.1454 1.8114 1.2251 0.20
H -0.4479 1.9420 1.0518 0.19
H -1.1498 0.9174 2.3517 0.19
H -0.8428 0.1200 -2.8864 0.38
H -0.7565 -1.8887 1.0916 0.21
H -0.0597 -1.5816 -0.4329 0.19
```